39
Properties=species:S:1:pos:R:3 method="wB97M-V/def2-TZVPD" lumo_ev=0.2 homo_ev=-10.98 largest_force_ev_per_a=3.37 de_lowest_kj_mol=99.6
O -0.9830 0.2951 2.8413
H -1.6959 0.7974 2.4651
H -1.0101 -0.6551 2.6869
O -0.1001 -3.9392 -1.0496
H -0.1068 -2.9882 -1.2359
H 0.5218 -4.1983 -0.3470
O -1.6210 3.1196 -0.6366
H -1.8401 2.7624 -1.4888
H -2.2407 3.7914 -0.4006
O 3.3640 -0.5172 1.7379
H 2.9717 0.2169 2.1690
H 3.6169 -0.1361 0.8501
O 1.4580 -2.4416 1.7801
H 2.0953 -3.1514 2.0397
H 1.9345 -1.6636 1.5942
O 1.9372 0.1612 -1.1771
H 1.3406 -0.4648 -0.6961
H 2.0003 0.9958 -0.7461
O -2.1639 0.6100 0.7212
H -2.8015 -0.0562 0.3729
H -2.1724 1.3817 0.1234
O -1.6055 1.4614 -2.8360
H -0.6925 1.0979 -3.0967
H -2.1831 0.7567 -3.1417
O 1.4048 1.2067 2.4020
H 1.0212 1.1411 3.2689
H 0.6138 1.0809 1.8090
O -0.1949 -0.9913 -0.1147
H -0.1468 -1.3438 0.8013
H -0.7629 -0.1972 0.0269
O 0.5865 0.0445 -3.4629
H 1.0459 -0.1837 -4.2396
H 1.0256 0.0985 -2.5617
O 1.5587 2.5247 -0.1744
H 1.7259 2.9564 0.6548
H 0.6626 2.7276 -0.4273
O -2.9365 -1.8228 0.0547
H -3.5696 -2.3289 -0.4400
H -2.0580 -2.1487 -0.1265